Below is a structure of composition C44H56N10O5PS2Sc, with properties calculated with the ωB97M-V functional and the def2-TZVPD basis.

Its energy is -123342.289 eV. The spin multiplicity is 1. Its HOMO energy is -0.2933 Eh.

Each line ends with the Mulliken charge.
Geometry (Å):
Sc -0.389 0.884 -0.180  -1.299
N -4.431 -5.923 -4.171  -0.599
C -3.811 -4.715 -3.873  0.990
C -4.288 -3.912 -2.835  -0.921
C -3.699 -2.688 -2.579  -0.367
C -2.619 -2.256 -3.335  -0.547
C -2.152 -3.037 -4.382  -0.220
C -2.746 -4.254 -4.652  -0.946
S -1.909 -0.678 -2.981  1.537
O -1.189 -0.243 -4.151  -0.907
O -2.996 0.140 -2.499  -0.790
N -0.917 -0.851 -1.702  0.617
C 0.075 -1.773 -1.708  0.188
N 0.786 -1.797 -0.561  0.572
C 1.790 -2.653 -0.483  -0.425
C 2.109 -3.522 -1.513  -1.145
C 1.314 -3.425 -2.646  -0.551
N 0.317 -2.562 -2.768  -0.522
H -4.938 -6.347 -3.412  0.221
H -3.866 -6.586 -4.676  0.220
H -5.134 -4.241 -2.244  0.347
H -4.092 -2.042 -1.805  0.471
H -1.324 -2.678 -4.975  0.487
H -2.389 -4.859 -5.478  0.309
H 2.361 -2.638 0.443  0.486
H 2.925 -4.226 -1.440  0.449
H 1.495 -4.066 -3.504  0.495
C 4.987 -1.192 4.603  -2.152
C 5.227 -0.663 3.189  2.007
C 5.963 -1.742 2.381  -1.582
C 6.098 0.597 3.278  -1.584
C 3.923 -0.318 2.481  0.314
C 2.671 -0.489 3.056  -0.995
C 1.538 -0.150 2.335  -1.107
N 1.572 0.327 1.096  0.938
C 2.769 0.490 0.519  -0.329
C 3.946 0.184 1.183  -0.689
C 2.749 0.940 -0.897  -0.184
C 3.896 1.255 -1.599  -0.749
C 3.832 1.565 -2.956  0.286
C 2.578 1.519 -3.546  -0.965
C 1.463 1.227 -2.775  -0.840
N 1.538 0.964 -1.472  0.885
C 5.104 1.918 -3.716  2.041
C 5.746 3.152 -3.065  -1.584
C 4.826 2.231 -5.185  -2.127
C 6.077 0.733 -3.642  -1.565
H 5.945 -1.423 5.070  0.434
H 4.392 -2.107 4.596  0.415
H 4.482 -0.454 5.229  0.430
H 6.901 -2.000 2.876  0.451
H 6.200 -1.401 1.372  0.302
H 5.359 -2.647 2.301  0.352
H 7.036 0.365 3.785  0.452
H 5.590 1.382 3.840  0.370
H 6.341 0.992 2.290  0.306
H 2.552 -0.875 4.057  0.620
H 0.555 -0.245 2.775  0.549
H 4.892 0.317 0.678  0.591
H 4.850 1.263 -1.092  0.652
H 2.435 1.717 -4.597  0.587
H 0.478 1.196 -3.220  0.362
H 5.066 4.005 -3.096  0.363
H 6.659 3.421 -3.600  0.445
H 6.010 2.970 -2.023  0.304
H 4.149 3.080 -5.294  0.409
H 4.392 1.374 -5.705  0.393
H 5.762 2.484 -5.685  0.441
H 6.351 0.497 -2.613  0.315
H 6.994 0.971 -4.185  0.458
H 5.636 -0.160 -4.089  0.363
O 0.523 2.931 0.514  -0.187
S -0.060 2.896 1.909  0.074
N -0.779 1.655 2.216  -0.009
C -5.597 6.322 -3.684  -1.422
C -4.688 5.311 -3.042  0.666
C -5.196 4.255 -2.303  -1.055
C -4.371 3.313 -1.697  0.379
C -5.015 2.201 -0.915  -0.920
C -2.983 3.427 -1.870  0.320
C -2.442 4.489 -2.619  1.267
C -0.963 4.690 -2.828  -1.319
C -3.310 5.414 -3.181  -1.252
C -2.072 2.435 -1.248  1.360
O -2.342 1.867 -0.146  -0.529
O -0.952 2.156 -1.782  0.082
H -6.637 6.148 -3.410  0.362
H -5.522 6.276 -4.772  0.317
H -5.330 7.335 -3.381  0.343
H -6.270 4.158 -2.186  0.278
H -6.097 2.232 -1.048  0.451
H -4.789 2.283 0.147  0.172
H -4.643 1.235 -1.252  -0.012
H -0.403 4.601 -1.898  0.224
H -0.784 5.677 -3.255  0.415
H -0.563 3.937 -3.507  0.146
H -2.894 6.241 -3.747  0.350
C -2.878 -3.538 3.006  -1.007
N -3.084 -3.607 1.562  0.235
C -4.384 -3.008 1.256  -0.857
N -4.547 -1.644 1.753  0.239
C -4.292 -1.642 3.191  -0.873
N -2.990 -2.193 3.565  0.145
C -1.897 -1.337 3.098  -1.570
P -1.863 -1.134 1.251  3.195
C -2.001 -2.935 0.835  -0.998
C -3.655 -0.711 1.060  -1.189
H -1.892 -3.943 3.246  0.397
H -3.636 -4.165 3.483  0.324
H -5.154 -3.629 1.720  0.330
H -4.534 -3.019 0.176  0.139
H -5.064 -2.248 3.672  0.346
H -4.365 -0.620 3.564  0.376
H -0.952 -1.772 3.438  0.475
H -1.980 -0.345 3.546  0.408
H -1.056 -3.433 1.065  0.395
H -2.167 -3.042 -0.240  0.071
H -3.893 -0.677 -0.006  -0.075
H -3.811 0.301 1.439  0.464

Cartesian forces, eV/Å:
Sc 0.012 -0.355 0.536
N 0.028 0.002 0.029
C -0.011 -0.014 -0.027
C 0.006 0.019 0.004
C -0.012 0.018 0.016
C 0.040 0.012 0.002
C 0.012 -0.006 -0.012
C -0.016 0.003 0.023
S -0.121 0.051 -0.134
O 0.023 -0.038 -0.002
O 0.008 -0.035 -0.005
N -0.091 0.289 0.131
C 0.029 -0.050 -0.131
N -0.044 0.072 -0.042
C 0.006 -0.012 -0.006
C -0.004 -0.005 0.008
C -0.002 0.021 0.010
N 0.086 -0.069 0.091
H -0.006 0.002 -0.009
H -0.010 0.003 -0.007
H -0.004 -0.011 -0.005
H -0.001 -0.005 -0.006
H 0.010 0.010 0.003
H 0.003 -0.004 -0.002
H 0.002 0.002 0.002
H -0.001 -0.002 -0.007
H -0.003 0.004 -0.007
C -0.004 0.005 -0.002
C 0.018 0.007 0.017
C -0.004 0.002 -0.001
C -0.006 -0.002 -0.002
C -0.011 -0.007 -0.011
C 0.022 -0.021 -0.007
C -0.024 -0.003 -0.005
N 0.035 0.074 0.024
C 0.011 -0.006 0.024
C -0.009 -0.003 -0.018
C -0.041 -0.021 0.008
C 0.003 -0.006 0.009
C -0.008 0.011 -0.010
C 0.017 -0.006 0.001
C 0.019 0.002 0.023
N 0.072 -0.023 -0.171
C 0.021 0.001 -0.006
C -0.007 -0.006 0.000
C -0.006 -0.004 0.006
C -0.004 0.000 0.001
H 0.004 0.000 -0.002
H -0.001 0.000 0.003
H -0.003 -0.002 0.002
H 0.002 0.000 0.003
H -0.001 0.001 -0.003
H 0.000 -0.003 -0.002
H 0.001 -0.002 0.001
H 0.001 0.003 0.000
H 0.002 0.003 -0.001
H -0.003 0.002 0.004
H 0.007 0.005 0.006
H 0.003 -0.001 -0.001
H 0.003 -0.003 0.000
H -0.004 -0.002 -0.002
H 0.001 0.015 0.014
H 0.001 0.004 0.002
H 0.002 0.000 -0.002
H 0.000 0.001 0.001
H -0.001 0.000 -0.003
H -0.002 0.000 -0.002
H 0.004 0.001 0.001
H 0.000 -0.002 0.002
H 0.001 0.003 -0.003
H 0.001 -0.003 0.001
O -0.131 -0.084 -0.035
S 0.013 0.124 -0.063
N -0.036 -0.099 -0.064
C 0.004 0.006 0.003
C -0.005 0.000 -0.003
C -0.016 0.010 0.012
C 0.041 -0.003 -0.019
C 0.012 -0.033 -0.014
C -0.034 0.049 0.030
C 0.006 -0.020 0.007
C -0.003 -0.018 -0.008
C 0.008 0.011 0.000
C 0.110 -0.024 0.034
O 0.045 -0.113 -0.010
O -0.112 0.062 -0.172
H -0.002 -0.002 0.000
H 0.000 -0.003 -0.004
H -0.001 0.000 -0.002
H 0.000 -0.003 0.002
H 0.001 0.007 -0.007
H -0.002 0.015 0.007
H -0.018 -0.005 0.020
H 0.010 -0.005 0.000
H -0.014 0.002 0.007
H 0.007 0.007 -0.001
H -0.003 0.003 0.001
C -0.012 -0.002 -0.008
N -0.004 -0.004 0.001
C -0.006 -0.009 0.000
N 0.000 -0.002 0.005
C -0.005 -0.005 -0.009
N 0.002 0.002 0.001
C 0.003 -0.033 0.018
P 0.070 0.214 -0.003
C -0.014 -0.015 -0.046
C -0.032 0.020 -0.019
H 0.002 -0.002 -0.002
H -0.001 0.002 0.005
H -0.001 -0.002 -0.001
H 0.008 0.008 0.013
H 0.001 -0.002 0.005
H -0.004 0.002 -0.002
H 0.009 0.003 -0.020
H 0.000 0.005 -0.010
H 0.014 0.019 -0.001
H 0.008 0.008 0.008
H 0.008 -0.007 -0.008
H 0.024 -0.001 0.005